1.
{"formula": "C12H15FO2", "method": "wB97M-V/def2-TZVPD", "elements": ["C", "C", "C", "O", "C", "C", "C", "C", "C", "C", "O", "F", "C", "C", "C", "H", "H", "H", "H", "H", "H", "H", "H", "H", "H", "H", "H", "H", "H", "H"], "xyz": [[2.972, 1.439, 0.474], [1.687, 1.162, -0.397], [0.644, 2.045, 0.289], [0.613, 3.226, 0.521], [-0.323, 1.159, 0.904], [-0.126, -0.122, 0.592], [-0.847, -1.342, 0.818], [-2.151, -1.596, 0.978], [-3.395, -0.744, 0.811], [-3.618, 0.106, -0.200], [-4.754, 0.747, -0.467], [-2.682, 0.360, -1.105], [1.120, -0.248, -0.330], [0.693, -0.704, -1.771], [2.098, -1.325, 0.187], [3.799, 0.764, 0.482], [2.756, 1.468, 1.492], [3.471, 2.306, 0.238], [1.782, 1.521, -1.509], [-1.115, 1.483, 1.549], [-0.407, -2.318, 0.877], [-2.258, -2.715, 1.196], [-4.162, -1.031, 1.492], [-4.487, 1.153, -1.343], [0.668, 0.250, -2.404], [-0.329, -1.191, -1.857], [1.304, -1.398, -2.299], [1.656, -2.198, 0.420], [2.537, -0.784, 1.064], [2.854, -1.472, -0.702]], "nbo_charge": [-0.609, -0.310, 0.557, -0.544, -0.313, 0.071, -0.275, -0.122, -0.446, 0.699, -0.643, -0.319, -0.080, -0.608, -0.586, 0.214, 0.210, 0.227, 0.237, 0.226, 0.217, 0.205, 0.236, 0.497, 0.205, 0.219, 0.212, 0.203, 0.214, 0.208], "smiles": "C[C@@H]1C(=O)C=C(/C=C\\C=C(\\O)F)C1(C)C", "max_force_ha_per_bohr": 0.1121, "homo_lumo_gap_ev": 8.72, "e_above_lowest_kcal_mol": 21.0}

2.
{"formula": "C12H15MnN4O3PS3", "method": "wB97M-V/def2-TZVPD", "elements": ["Mn", "S", "C", "C", "C", "C", "N", "C", "C", "C", "S", "C", "N", "H", "H", "C", "O", "P", "O", "C", "O", "C", "H", "H", "H", "H", "H", "H", "H", "H", "H", "N", "C", "N", "S", "H", "H", "H", "H"], "xyz": [[-0.003, 0.846, -0.950], [-0.769, 1.260, 1.107], [0.709, 1.039, 2.127], [0.639, 1.198, 3.525], [1.771, 1.100, 4.316], [1.672, 1.186, 5.709], [1.600, 1.289, 6.891], [2.989, 0.698, 3.713], [3.136, 0.587, 2.343], [1.994, 0.755, 1.523], [2.170, 0.839, -0.135], [4.119, 0.516, 4.520], [5.097, 0.312, 5.147], [-0.316, 1.405, 3.971], [4.133, 0.626, 1.861], [-1.635, -2.115, 1.768], [-0.744, -2.252, 0.632], [-0.851, -1.532, -0.830], [-2.370, -1.879, -1.240], [-3.105, -1.225, -2.332], [-0.013, -2.528, -1.722], [1.432, -2.531, -1.930], [-1.032, -1.853, 2.671], [-2.143, -3.083, 1.918], [-2.423, -1.323, 1.646], [-2.369, -0.723, -3.048], [-3.812, -0.541, -1.881], [-3.655, -1.991, -2.833], [1.907, -1.570, -1.764], [1.556, -2.882, -2.973], [1.801, -3.344, -1.346], [-2.028, 2.583, -3.117], [-1.073, 2.102, -3.904], [-1.352, 1.923, -5.213], [0.353, 1.444, -3.231], [-2.858, 3.095, -3.418], [-1.789, 2.685, -2.144], [-2.100, 2.449, -5.644], [-0.641, 1.434, -5.731]], "lowdin_spin": [4.480, 0.129, 0.026, 0.007, 0.005, 0.001, 0.003, 0.004, 0.007, 0.021, 0.096, 0.000, 0.002, 0.001, 0.001, 0.002, 0.005, 0.048, 0.012, 0.004, 0.013, 0.002, 0.000, 0.000, 0.001, 0.002, 0.000, 0.000, 0.002, 0.000, 0.000, 0.019, 0.027, 0.009, 0.055, 0.001, 0.014, 0.001, 0.001], "max_force_ha_per_bohr": 0.1078, "homo_lumo_gap_ev": [6.38, 6.74], "e_above_lowest_kcal_mol": 0.0, "spin_multiplicity": 6}

3.
{"formula": "C12H15N2NiO7S3", "method": "wB97M-V/def2-TZVPD", "elements": ["Ni", "O", "S", "O", "O", "C", "C", "C", "C", "C", "C", "S", "O", "O", "O", "H", "H", "H", "H", "C", "C", "O", "H", "H", "H", "C", "N", "C", "C", "N", "C", "S", "H", "H", "H", "H", "H", "H", "H", "H"], "xyz": [[-0.550, 0.640, -1.545], [-1.664, 1.652, 0.094], [-1.040, 0.765, 1.082], [-0.994, 1.262, 2.432], [0.266, 0.346, 0.540], [-2.040, -0.760, 1.141], [-2.553, -0.994, 2.410], [-3.324, -2.111, 2.709], [-3.586, -3.027, 1.718], [-3.082, -2.811, 0.442], [-2.320, -1.698, 0.117], [-1.856, -1.665, -1.648], [-2.399, -2.868, -2.214], [-2.402, -0.401, -2.154], [-0.386, -1.564, -1.674], [-2.333, -0.275, 3.184], [-3.702, -2.250, 3.714], [-4.179, -3.911, 1.917], [-3.287, -3.523, -0.342], [-0.087, 3.380, -2.279], [-0.540, 2.018, -2.795], [-0.817, 1.840, -3.953], [-0.546, 4.173, -2.871], [0.997, 3.432, -2.402], [-0.334, 3.497, -1.225], [2.653, -1.562, -0.405], [3.023, -0.208, -0.060], [3.110, 0.209, 1.332], [2.963, 1.737, 1.260], [3.097, 1.990, -0.171], [2.910, 0.838, -0.890], [2.585, 0.792, -2.529], [1.960, -1.932, 0.352], [3.528, -2.215, -0.453], [2.147, -1.559, -1.367], [4.074, -0.085, 1.762], [2.308, -0.258, 1.902], [3.748, 2.245, 1.823], [1.987, 2.057, 1.627], [2.665, 2.803, -0.581]], "nbo_charge": [0.967, -1.018, 2.384, -0.982, -1.069, -0.227, -0.221, -0.221, -0.212, -0.196, -0.340, 2.396, -0.972, -1.010, -1.043, 0.245, 0.205, 0.205, 0.249, -0.759, 0.432, -0.550, 0.223, 0.238, 0.235, -0.410, -0.409, -0.212, -0.228, -0.614, 0.329, -0.284, 0.212, 0.181, 0.264, 0.180, 0.225, 0.186, 0.218, 0.406], "total_charge": -1, "max_force_ha_per_bohr": 0.0383, "homo_lumo_gap_ev": [7.88, 7.89], "e_above_lowest_kcal_mol": 0.0}

4.
{"formula": "C12H15N2O2S", "method": "wB97M-V/def2-TZVPD", "elements": ["O", "N", "O", "C", "S", "C", "C", "C", "C", "C", "C", "C", "H", "H", "H", "H", "H", "H", "H", "H", "H", "H", "N", "C", "C", "C", "C", "H", "H", "H", "H", "H"], "xyz": [[3.572, -0.411, 2.615], [2.584, -0.227, 2.015], [2.938, -0.262, 0.653], [1.994, 0.484, -0.119], [1.984, 2.292, 0.280], [0.482, 2.792, 1.237], [-0.649, 1.707, 1.251], [-0.577, 0.723, 2.340], [-1.592, -0.344, 2.395], [-2.592, -0.338, 1.340], [-2.671, 0.639, 0.264], [-1.675, 1.706, 0.218], [0.993, -0.013, -0.054], [2.322, 0.396, -1.191], [3.060, 2.464, 1.137], [0.030, 3.741, 0.835], [0.705, 3.015, 2.318], [0.239, 0.758, 3.104], [-1.568, -1.099, 3.218], [-3.352, -1.151, 1.343], [-3.436, 0.618, -0.548], [-1.649, 2.504, -0.567], [-0.563, -1.168, -1.767], [-0.338, -1.092, -3.117], [0.212, -2.282, -3.521], [0.318, -3.110, -2.374], [-0.169, -2.399, -1.308], [-0.957, -0.436, -1.200], [-0.587, -0.201, -3.670], [0.504, -2.531, -4.528], [0.708, -4.115, -2.335], [-0.270, -2.660, -0.266]], "nbo_charge": [-0.187, 0.356, -0.379, -0.238, 0.561, -0.561, -0.093, -0.207, -0.193, -0.189, -0.220, -0.221, 0.275, 0.280, 0.217, 0.283, 0.281, 0.236, 0.253, 0.245, 0.255, 0.238, -0.538, -0.089, -0.293, -0.277, -0.103, 0.412, 0.214, 0.235, 0.233, 0.213], "total_charge": 1, "max_force_ha_per_bohr": 0.0586, "homo_lumo_gap_ev": 6.71, "e_above_lowest_kcal_mol": 90.0}

5.
{"formula": "C12H15N5", "method": "wB97M-V/def2-TZVPD", "elements": ["C", "C", "C", "C", "N", "C", "N", "C", "C", "N", "C", "C", "C", "N", "C", "N", "C", "H", "H", "H", "H", "H", "H", "H", "H", "H", "H", "H", "H", "H", "H", "H"], "xyz": [[2.362, -2.152, -3.143], [1.033, -1.511, -2.572], [1.518, -0.117, -2.044], [0.334, 0.813, -1.968], [-0.745, 0.144, -1.173], [-1.023, 0.434, 0.160], [-2.338, 0.284, 0.448], [-2.750, 0.377, 1.690], [-4.226, 0.152, 1.791], [-1.924, 0.582, 2.693], [-0.631, 0.909, 2.385], [0.516, 1.114, 3.179], [0.671, 1.472, 4.562], [0.976, 1.655, 5.665], [1.656, 0.942, 2.458], [1.286, 0.850, 1.151], [-0.114, 0.789, 1.101], [3.159, -2.219, -2.399], [2.061, -3.142, -3.448], [2.733, -1.591, -4.036], [0.235, -1.428, -3.258], [0.774, -2.181, -1.776], [2.081, -0.215, -1.086], [2.250, 0.267, -2.752], [-0.056, 1.193, -2.968], [0.806, 1.736, -1.547], [-1.410, -0.546, -1.646], [-4.651, 0.823, 1.146], [-4.585, -0.861, 1.385], [-4.489, 0.222, 2.851], [2.691, 0.940, 2.696], [1.798, 0.264, 0.456]], "nbo_charge": [-0.603, -0.397, -0.382, -0.237, -0.635, 0.421, -0.516, 0.432, -0.642, -0.480, 0.218, -0.261, 0.292, -0.320, 0.074, -0.514, -0.022, 0.205, 0.207, 0.200, 0.199, 0.205, 0.165, 0.207, 0.215, 0.215, 0.422, 0.230, 0.228, 0.227, 0.232, 0.413], "smiles": "CCCCNc1nc(C)nc2c(C#N)c[nH]c12", "max_force_ha_per_bohr": 0.0885, "homo_lumo_gap_ev": 9.06, "e_above_lowest_kcal_mol": 26.7}

6.
{"formula": "C12H15N5OS", "method": "wB97M-V/def2-TZVPD", "elements": ["N", "C", "N", "C", "C", "S", "C", "C", "O", "N", "C", "N", "C", "C", "C", "C", "C", "C", "N", "H", "H", "H", "H", "H", "H", "H", "H", "H", "H", "H", "H", "H", "H", "H"], "xyz": [[1.517, 1.211, 3.626], [1.241, 0.936, 2.342], [2.104, 0.146, 1.685], [1.794, -0.087, 0.424], [2.686, -0.982, -0.369], [2.837, -2.635, 0.387], [1.075, -3.109, 0.588], [0.775, -3.376, 2.061], [0.924, -2.238, 2.863], [0.734, 0.387, -0.211], [-0.052, 1.188, 0.516], [-1.158, 1.752, -0.012], [-1.701, 1.688, -1.292], [-1.124, 0.962, -2.330], [-1.724, 0.950, -3.576], [-2.894, 1.651, -3.807], [-3.470, 2.375, -2.776], [-2.880, 2.395, -1.527], [0.164, 1.491, 1.799], [0.810, 1.666, 4.175], [2.229, 0.667, 4.081], [3.704, -0.594, -0.377], [2.308, -1.085, -1.385], [0.471, -2.287, 0.207], [0.898, -4.005, -0.005], [-0.266, -3.695, 2.172], [1.430, -4.186, 2.415], [1.780, -1.833, 2.644], [-1.661, 2.322, 0.656], [-0.213, 0.419, -2.148], [-1.268, 0.384, -4.376], [-3.356, 1.636, -4.783], [-4.383, 2.927, -2.943], [-3.332, 2.960, -0.724]], "nbo_charge": [-0.769, 0.606, -0.591, 0.477, -0.567, 0.183, -0.551, -0.067, -0.737, -0.594, 0.610, -0.576, 0.237, -0.282, -0.186, -0.239, -0.192, -0.272, -0.580, 0.405, 0.407, 0.253, 0.235, 0.228, 0.225, 0.184, 0.158, 0.484, 0.411, 0.256, 0.213, 0.213, 0.214, 0.205], "smiles": "Nc1nc(CSCCO)nc(Nc2ccccc2)n1", "max_force_ha_per_bohr": 0.0133, "homo_lumo_gap_ev": 9.03, "e_above_lowest_kcal_mol": 0.0}